Record 1
Entry from the Open Molecules 2025 dataset: a molecular structure, C29H25GaN7S in a non-equilibrium geometry (ωB97M-V/def2-TZVPD).

Structure (XYZ):
```
63
C29H25GaN7S, DFT ωB97M-V/def2-TZVPD
Ga 1.4342 1.0017 -0.7566
N 2.0183 -0.1249 0.6270
C 1.8525 -0.8113 1.6561
C 1.6230 -2.3288 1.5241
C 2.3810 -3.1854 2.3419
C 2.1977 -4.5478 2.2220
C 1.2711 -5.1406 1.4015
C 0.5780 -4.2656 0.5724
C 0.8585 -2.9002 0.5673
C 1.9495 -0.2237 3.0685
C 1.5360 -0.8782 4.1851
C 1.7005 -0.2869 5.4282
C 2.2557 0.9919 5.5550
C 2.6615 1.6641 4.3916
C 2.4782 1.0257 3.1621
H 3.0096 -2.7520 3.0917
H 2.8120 -5.1081 2.9215
H 1.0115 -6.2034 1.5008
H -0.1505 -4.6603 -0.1421
H 0.4678 -2.2479 -0.1618
H 1.1404 -1.8827 4.1304
H 1.4849 -0.9702 6.2656
H 2.4070 1.4588 6.5534
H 3.1468 2.6528 4.3916
H 2.8165 1.5068 2.2435
S 2.8416 3.0563 -0.8998
C 4.3732 2.6292 -1.5426
N 5.4868 3.3810 -1.3286
C 6.6676 2.7305 -1.9594
C 6.1071 1.3493 -2.3045
N 4.6835 1.5000 -2.1630
H 5.3399 4.3455 -0.9518
H 7.5609 2.6738 -1.3231
H 6.9565 3.2452 -2.8698
H 6.4161 0.5507 -1.5792
H 6.3934 0.9473 -3.3007
H 4.0100 0.9067 -2.6118
N 1.6819 -0.7962 -3.3254
C 1.5960 -0.0817 -2.3999
N -5.3984 0.5367 -0.5091
C -6.5195 0.0599 -1.1966
C -7.7190 -0.5470 -0.8653
C -8.5724 -0.9953 -1.8959
C -8.2205 -0.9261 -3.2037
C -6.9890 -0.3076 -3.5963
C -6.1700 0.2915 -2.6312
N -4.8982 0.7812 -2.7379
C -4.4555 0.9240 -1.4607
C -3.1408 1.4046 -1.1929
C -2.5693 1.1647 0.0774
C -1.2074 1.3197 0.2133
N -0.4309 1.5104 -0.9180
C -0.9462 1.7631 -2.1790
C -2.3323 1.8421 -2.3021
H -5.2873 0.7807 0.4819
H -7.9976 -0.7698 0.1643
H -9.5076 -1.4314 -1.6956
H -8.8741 -1.4599 -3.9046
H -6.8214 -0.1646 -4.6326
H -3.1289 0.8265 0.9469
H -0.7352 1.2658 1.1479
H -0.3204 1.7340 -3.0779
H -2.8145 2.1755 -3.2136
```

Total charge ... +1
E_LUMO ... -0.14450 Eh



Record 2
Entry from the Open Molecules 2025 dataset: 9 unconnected molecules or ions with the total composition C14H17F42N2O2P7 in a non-equilibrium geometry (ωB97M-V/def2-TZVPD).

Structure (XYZ):
```
84
C14H17F42N2O2P7, DFT ωB97M-V/def2-TZVPD
C 5.7922 -1.3508 1.0143
N 4.4313 -1.4637 0.5561
C 3.9250 -0.4943 -0.3104
C 2.7570 -0.6823 -0.9409
C 1.9716 -1.8997 -0.8893
C 2.7039 -2.9045 -0.0801
C 3.8848 -2.6890 0.5112
C 0.8130 -2.1870 -1.4742
C 0.1221 -3.4884 -1.2621
C -0.9140 -3.8720 -1.9966
N -1.4809 -3.1575 -3.0307
C -0.9795 -1.8444 -3.1840
C 0.0414 -1.3779 -2.4275
C -2.5653 -3.6950 -3.8716
H 5.9430 -1.7109 2.0455
H 6.0621 -0.2670 1.1510
H 6.5323 -1.7923 0.3111
H 4.5317 0.3635 -0.4056
H 2.4293 0.1485 -1.5717
H 2.3014 -3.9226 -0.0477
H 4.4816 -3.4642 1.0080
H 0.4022 -4.1657 -0.4254
H -1.1564 -4.9336 -1.8742
H -1.5958 -1.1537 -3.7610
H 0.1781 -0.3116 -2.4743
H -2.2199 -4.2135 -4.7826
H -3.2517 -2.8937 -4.1630
H -3.1350 -4.4239 -3.2702
P -12.7658 -2.6418 -6.5901
F -14.1269 -1.7494 -6.2610
F -13.4463 -3.8756 -5.7165
F -13.5556 -3.2155 -7.9258
F -11.4750 -3.6438 -6.9173
F -12.1252 -1.4591 -7.3873
F -12.0646 -2.1410 -5.2112
P -9.6652 7.7941 6.7902
F -9.6521 8.5475 8.2266
F -9.2835 6.3215 7.4469
F -11.2431 7.4364 7.0263
F -9.6205 7.0997 5.2859
F -10.0934 9.1893 6.1710
F -8.0997 8.0128 6.6861
P 5.7101 9.4349 8.9896
F 6.8821 9.5123 10.1232
F 6.8558 9.8291 7.8746
F 5.9831 7.9278 8.7937
F 4.5475 9.3363 7.8625
F 4.6201 9.1402 10.1913
F 5.4334 10.9956 9.1118
P -4.9984 -3.0037 -7.6867
F -5.6608 -4.1518 -6.7525
F -5.9012 -3.5089 -8.9225
F -6.1937 -2.0441 -7.1614
F -4.3443 -1.8993 -8.6775
F -4.0630 -2.5375 -6.4405
F -3.9245 -4.0727 -8.1635
P 1.8479 9.6386 -1.7546
F 1.1746 9.1089 -3.1091
F 1.9635 11.1005 -2.3818
F 0.4043 10.1011 -1.1559
F 2.6021 10.0624 -0.3452
F 1.6568 8.1194 -1.1882
F 3.3166 9.2288 -2.3670
P 8.3775 -7.5358 -4.7773
F 7.6505 -8.2570 -6.0660
F 6.9530 -7.3450 -4.1031
F 8.4527 -8.9864 -4.0440
F 9.0832 -6.7544 -3.4607
F 9.8188 -7.8259 -5.4351
F 8.2113 -6.1657 -5.6238
P -5.8681 -7.7384 6.2277
F -6.3793 -6.1667 6.0501
F -6.1802 -7.7734 7.8282
F -7.4826 -8.1168 5.9448
F -5.4809 -9.3212 6.2661
F -5.5485 -7.7445 4.6443
F -4.3635 -7.3115 6.6341
C 11.1473 3.0790 3.3078
C 11.8840 3.4764 4.6725
O 12.6595 2.6231 5.1436
O 11.7257 4.7073 5.0386
H 10.4411 3.8594 2.9434
H 10.4003 2.3006 3.4898
H 11.7978 2.8507 2.5008
```

Total charge ... -6
E_LUMO ... 0.00558 Eh



Record 3
Entry from the Open Molecules 2025 dataset: a molecular structure, C43H57CrN5O5P2SSi (ωB97M-V/def2-TZVPD).

Structure (XYZ):
```
115
C43H57CrN5O5P2SSi, DFT ωB97M-V/def2-TZVPD
Cr 0.1237 -1.0001 0.3858
C 0.0588 2.1415 0.4676
C 1.5528 1.9159 0.7212
P 2.1155 0.4173 -0.1644
C 2.2645 0.9947 -1.8829
C 1.4302 0.4718 -2.8619
C 1.4410 0.9955 -4.1477
C 2.2914 2.0432 -4.4594
C 3.1455 2.5580 -3.4904
C 3.1352 2.0331 -2.2102
C 3.8077 0.0902 0.3712
C 4.5314 0.9905 1.1447
C 5.8301 0.6907 1.5315
C 6.4101 -0.5058 1.1432
C 5.6895 -1.4102 0.3738
C 4.3913 -1.1167 -0.0050
P -0.3432 3.1652 -1.0197
C 0.0634 4.8437 -0.4152
C 0.6023 5.7295 -1.3470
C 0.9558 7.0211 -0.9820
C 0.7871 7.4382 0.3290
C 0.2579 6.5652 1.2702
C -0.1036 5.2804 0.8986
C -2.1616 3.0562 -0.8574
C -2.9852 4.0286 -0.3021
C -4.3545 3.8189 -0.2039
C -4.9168 2.6340 -0.6511
C -4.1052 1.6595 -1.2168
C -2.7427 1.8758 -1.3266
H -0.4249 2.5276 1.3684
H -0.4695 1.1884 0.2717
H 1.7018 1.7074 1.7845
H 2.1436 2.7945 0.4432
H 0.7705 -0.3530 -2.6185
H 0.7813 0.5886 -4.9026
H 2.2975 2.4582 -5.4589
H 3.8187 3.3696 -3.7349
H 3.8034 2.4410 -1.4598
H 4.0839 1.9207 1.4656
H 6.3835 1.3922 2.1416
H 7.4217 -0.7413 1.4459
H 6.1358 -2.3507 0.0802
H 3.8239 -1.8344 -0.5873
H 0.7527 5.3944 -2.3667
H 1.3702 7.6963 -1.7191
H 1.0699 8.4414 0.6207
H 0.1241 6.8863 2.2951
H -0.5318 4.6189 1.6414
H -2.5617 4.9581 0.0565
H -4.9827 4.5851 0.2317
H -5.9822 2.4704 -0.5632
H -4.5372 0.7353 -1.5795
H -2.1187 1.1152 -1.7875
C 1.0758 -3.3474 5.5587
C 1.8250 -2.1936 6.2162
C 3.2516 -2.6111 6.5485
C 1.0941 -1.7289 7.4715
O 1.9469 -1.0813 5.3211
Si 0.9215 -0.4807 4.1936
S 0.9897 -1.6693 2.4834
O 1.4702 1.0410 3.8763
C 1.7718 2.1446 4.7515
C 1.5158 1.8333 6.2198
C 0.9069 3.3189 4.3102
C 3.2464 2.4672 4.5363
O -0.5412 -0.4422 4.9329
C -1.8664 -0.0732 4.5152
C -2.5326 0.5431 5.7379
C -2.5798 -1.3497 4.0869
C -1.8488 0.9319 3.3709
H 1.0333 -4.1971 6.2426
H 1.5767 -3.6571 4.6418
H 0.0543 -3.0580 5.3091
H 3.2575 -3.4253 7.2748
H 3.7999 -1.7666 6.9673
H 3.7659 -2.9421 5.6463
H 0.9909 -2.5511 8.1816
H 0.1029 -1.3591 7.2131
H 1.6484 -0.9238 7.9558
H 0.4762 1.5497 6.3864
H 1.7308 2.7233 6.8141
H 2.1508 1.0213 6.5636
H -0.1489 3.1078 4.4795
H 1.0620 3.5152 3.2479
H 1.1684 4.2199 4.8676
H 3.8501 1.5807 4.7313
H 3.5727 3.2684 5.2018
H 3.4184 2.7888 3.5078
H -2.4433 -0.1296 6.5915
H -3.5902 0.7294 5.5483
H -2.0575 1.4919 5.9955
H -2.5761 -2.0711 4.9057
H -2.0653 -1.7883 3.2307
H -3.6122 -1.1423 3.8035
H -1.2589 1.8087 3.6362
H -2.8659 1.2534 3.1406
H -1.4371 0.4845 2.4693
O -1.8524 -1.3359 0.5323
N -2.4802 -1.9257 -0.4330
C -3.7751 -1.9846 -0.3053
C -4.4834 -2.6434 -1.3595
N -5.0450 -3.1593 -2.2207
C -4.4796 -1.4435 0.8203
N -5.0569 -1.0108 1.7150
C 0.4523 -4.7563 0.1664
N -0.2534 -4.4958 -1.0772
C -0.2649 -3.2987 -1.6758
N -0.9413 -3.1875 -2.8537
O 0.3705 -2.3275 -1.2141
H 1.4848 -5.0570 -0.0171
H -0.0641 -5.5522 0.6983
H 0.4519 -3.8696 0.7969
H -0.7361 -5.2553 -1.5248
H -1.7043 -3.8226 -3.0261
H -1.1392 -2.2327 -3.1056
```

Total charge ... 0
Multiplicity ... 5
E_LUMO (spin up / spin down) ... 0.00328 / 0.00098 Eh



Record 4
Entry from the Open Molecules 2025 dataset: 3 unconnected molecules or ions with the total composition C3H4O3 in a non-equilibrium geometry (ωB97M-V/def2-TZVPD).

Structure (XYZ):
```
10
C3H4O3, DFT ωB97M-V/def2-TZVPD
O -1.8887 -1.8049 -1.8110
C -1.2342 -1.1549 -1.1520
O -0.1166 -1.5025 0.7704
C 0.6111 -0.6127 1.1361
C 0.1810 1.3636 -0.3849
O -0.4768 0.9571 -1.3109
H 0.2803 0.1173 1.8938
H 1.6518 -0.5364 0.7797
H -0.2913 1.8187 0.5015
H 1.2833 1.3546 -0.4227
```

Total charge ... 0
E_LUMO ... -0.00037 Eh



Record 5
Entry from the Open Molecules 2025 dataset: 2 unconnected molecules or ions with the total composition C18H20FN5O2 in a non-equilibrium geometry (ωB97M-V/def2-TZVPD).

Structure (XYZ):
```
46
C18H20FN5O2, DFT ωB97M-V/def2-TZVPD
N -4.9272 -1.0595 -2.7465
O -2.5243 3.2071 0.8544
O 1.6402 1.8151 1.8025
F -0.8160 -2.6005 1.1219
C -3.8352 -1.1948 -2.3625
N 4.0232 0.3597 -1.8656
C -2.8001 2.1482 1.3997
C 0.4601 2.1431 1.7224
C 2.9464 0.2792 -1.1012
C 4.3593 -0.9457 -2.2410
C 3.4279 -1.7836 -1.7050
C -1.4020 -0.9828 -2.6543
C -2.2772 -1.9153 -0.6099
C -0.0999 -1.1425 -2.1676
C -0.9800 -2.0741 -0.1144
C -2.5001 -1.3635 -1.8756
C 0.1293 -1.6758 -0.8842
N 0.0047 3.3035 2.2071
N -1.9132 1.1707 1.5810
N 2.5443 -1.0453 -1.0221
C -4.1920 1.9083 1.9346
C 0.8252 4.3031 2.8881
C -0.5302 1.1622 1.0760
C 3.1824 -3.2435 -1.6222
C 1.5332 -1.8255 -0.3143
C 2.0864 -3.2704 -0.5216
H 2.4508 1.1184 -0.6223
H 5.2209 -1.2395 -2.8332
H -1.5591 -0.5594 -3.6434
H -3.1183 -2.2269 0.0021
H 0.7319 -0.8419 -2.8002
H -0.9618 3.5335 2.0037
H -2.2303 0.3441 2.0611
H -4.7917 2.8037 1.7730
H -4.6441 1.0716 1.4053
H -4.1415 1.6921 3.0001
H 0.1887 5.0707 3.3304
H 1.4157 3.8280 3.6741
H 1.5059 4.7681 2.1729
H -0.1201 0.1647 1.2159
H -0.5505 1.3764 0.0073
H 4.0778 -3.8040 -1.3342
H 2.7987 -3.6290 -2.5726
H 1.5389 -1.5641 0.7496
H 2.5332 -3.6110 0.4178
H 1.2899 -3.9729 -0.7868
```

Total charge ... 0
SMILES ... N#Cc1ccc([C@H]2CCc3cncn32)c(F)c1.CNC(=O)CNC(C)=O
E_LUMO ... -0.00937 Eh



Q: Look up the total charge of the first one.
A: +1